[1]
The following is a quantum chemistry calculation of a molecular structure, C3H5LiO3Sr, from the Open Molecules 2025 dataset.

Summary:
**E_LUMO**: -0.412 eV
**Total charge**: 0
**Gap between HOMO and LUMO**: 4.043 eV

XYZ file:
```
13
C3H5LiO3Sr (wB97M-V/def2-TZVPD)
O -0.91 0.75 -0.07
C -1.37 1.47 0.97
C -0.68 -0.66 0.12
O -1.65 2.63 0.78
O 1.49 -0.05 -0.54
C 0.52 -1.04 -0.73
H -1.60 -1.20 -0.13
H -0.40 -0.87 1.16
H 0.19 -1.23 -1.76
H 0.88 -2.03 -0.37
H -1.26 1.04 1.98
Li 0.78 1.59 -1.00
Sr 4.00 -0.40 -0.43
```

=====

[2]
The following is a quantum chemistry calculation of 2 unconnected molecules or ions with the total composition C11H18O, from the Open Molecules 2025 dataset.

Summary:
**Relative energy (zero: lowest compared OMol25 entry of this formula, charge and spin)**: 76.5 kcal per mole
**E_LUMO**: 0.772 eV
**Total charge**: 0
**SMILES string**: CCc1ccc(O)cc1.CCC
**Gap between HOMO and LUMO**: 9.737 eV

XYZ file:
```
30
C11H18O (wB97M-V/def2-TZVPD)
C -2.65 0.28 -2.24
C -1.99 0.06 -0.92
C -0.81 -0.87 -0.82
C -0.99 -2.24 -0.75
C -0.04 -3.06 -0.34
C 1.23 -2.50 -0.19
O 2.18 -3.27 0.46
C 1.53 -1.29 -0.54
C 0.47 -0.37 -0.94
H -3.75 0.02 -2.51
H -2.17 -0.22 -3.13
H -2.60 1.29 -2.54
H -1.69 1.03 -0.35
H -2.71 -0.10 -0.08
H -2.10 -2.60 -0.69
H -0.25 -4.02 0.07
H 2.52 -3.87 -0.39
H 2.54 -0.81 -0.44
H 0.74 0.77 -0.89
C 0.63 1.00 2.36
C 1.51 2.16 1.86
C 0.98 2.77 0.56
H -0.01 0.68 1.64
H -0.07 1.47 3.15
H 1.10 0.17 2.98
H 1.44 2.91 2.53
H 2.58 1.78 1.77
H 1.37 2.40 -0.44
H -0.07 2.57 0.33
H 1.08 3.86 0.49
```

=====

[3]
The following is a quantum chemistry calculation of a molecular structure, C42H31F13HgI2N3OP, from the Open Molecules 2025 dataset.

Summary:
**⟨S²⟩**: 0.76
**Multiplicity**: 2
**Relative energy (zero: lowest compared OMol25 entry of this formula, charge and spin)**: 1.3 kcal per mole
**E_LUMO (spin up / spin down)**: 1.596 / 1.547 eV
**Total charge**: -1
**Gap between HOMO and LUMO (spin up / spin down)**: 4.624 / 6.044 eV

XYZ file:
```
94
C42H31F13HgI2N3OP (wB97M-V/def2-TZVPD)
Hg -0.73 0.63 -0.17
C -1.10 2.01 -4.38
C -1.48 2.61 -3.01
N -2.26 1.73 -2.08
C -3.31 0.94 -2.78
C -4.51 1.69 -3.42
C -2.88 2.55 -1.06
C -3.67 1.71 -0.03
N -3.04 0.47 0.33
C -3.60 -0.17 1.37
C -2.90 -1.28 1.97
F -2.01 -1.93 1.17
C -3.13 -1.70 3.31
F -2.55 -2.76 3.81
C -4.09 -1.00 4.06
C -5.03 -0.22 3.35
F -6.10 0.21 4.05
C -4.81 0.18 2.06
F -5.72 0.93 1.40
H -0.58 2.79 -4.89
H -2.02 1.76 -4.86
H -0.41 1.13 -4.22
H -2.08 3.56 -3.13
H -0.56 2.92 -2.47
H -3.74 0.23 -2.05
H -2.76 0.35 -3.55
H -5.26 1.98 -2.69
H -4.98 0.97 -4.12
H -4.21 2.54 -3.98
H -3.59 3.29 -1.52
H -2.09 3.11 -0.50
H -4.73 1.54 -0.39
H -3.81 2.42 0.86
H -4.08 -1.04 5.15
I -2.65 -3.92 -3.76
C -0.80 -3.01 -3.95
C 0.01 -3.33 -5.07
C 1.20 -2.69 -5.37
I 2.16 -3.11 -7.21
C 1.71 -1.64 -4.52
C 2.98 -0.96 -4.65
C 3.14 0.25 -4.00
C 2.21 0.63 -3.05
N 1.10 -0.05 -2.83
C 0.85 -1.23 -3.47
C -0.37 -1.96 -3.02
O -0.90 -1.66 -1.92
H -0.34 -4.15 -5.73
H 3.72 -1.34 -5.32
H 4.02 0.84 -4.24
H 2.32 1.57 -2.48
F 4.07 -5.89 2.30
C 3.38 -5.65 1.16
F 2.40 -6.62 1.00
F 4.21 -5.72 0.09
C 2.70 -4.29 1.29
C 3.17 -3.29 2.14
C 2.69 -2.02 2.09
C 1.61 -1.64 1.27
C 1.02 -2.65 0.53
C 1.55 -3.93 0.53
P 1.11 0.05 1.28
C 0.43 0.44 2.91
C 0.05 1.73 3.23
C -0.62 2.05 4.43
C -1.19 0.97 5.16
C -0.87 -0.36 4.83
C -0.10 -0.62 3.69
C -2.02 1.29 6.38
F -3.12 2.08 6.09
F -2.49 0.15 7.01
F -1.27 2.02 7.29
C 2.69 0.96 1.01
C 3.62 0.58 0.04
C 4.68 1.40 -0.31
C 4.94 2.59 0.38
C 4.10 2.94 1.43
C 2.99 2.13 1.70
C 6.03 3.53 -0.03
F 7.31 2.93 0.18
F 6.10 4.73 0.65
F 5.98 3.74 -1.42
H 3.96 -3.46 2.89
H 3.28 -1.29 2.66
H 0.13 -2.44 -0.07
H 0.98 -4.69 0.00
H 0.27 2.56 2.58
H -0.69 3.09 4.73
H -1.20 -1.19 5.42
H 0.06 -1.65 3.44
H 3.49 -0.36 -0.52
H 5.38 1.06 -1.10
H 4.29 3.81 2.09
H 2.34 2.46 2.57
```

=====

[4]
The following is a quantum chemistry calculation of a gas-phase ion, C5H12N (charge +1), from the Open Molecules 2025 dataset.

Summary:
**Relative energy (zero: lowest compared OMol25 entry of this formula, charge and spin)**: 68.3 kcal per mole
**E_LUMO**: -3.756 eV
**Total charge**: +1
**SMILES string**: CCC/C=C/[NH3+]
**Gap between HOMO and LUMO**: 10.256 eV

XYZ file:
```
18
C5H12N (wB97M-V/def2-TZVPD)
C 1.07 -1.20 2.63
C 0.91 -1.04 1.10
C 0.56 0.46 0.78
C -0.51 0.81 -0.30
C -0.62 0.26 -1.51
N -1.37 0.77 -2.56
H 0.20 -0.61 3.13
H 0.97 -2.22 2.85
H 1.98 -0.62 2.83
H 1.71 -1.51 0.56
H -0.04 -1.62 0.63
H 0.66 1.14 1.71
H 1.43 0.67 0.16
H -0.95 1.77 -0.11
H -0.18 -0.72 -1.59
H -0.83 1.21 -3.30
H -1.81 0.03 -3.03
H -2.01 1.34 -2.12
```

=====

[5]
The following is a quantum chemistry calculation of 2 unconnected molecules or ions with the total composition C6H7O, from the Open Molecules 2025 dataset.

Summary:
**Relative energy (zero: lowest compared OMol25 entry of this formula, charge and spin)**: 115.6 kcal per mole
**E_LUMO (spin up / spin down)**: -6.357 / -5.713 eV
**Total charge**: +1
**Gap between HOMO and LUMO (spin up / spin down)**: 7.421 / 9.151 eV

XYZ file:
```
14
C6H7O (wB97M-V/def2-TZVPD)
C -0.67 -0.94 1.35
C 0.54 -1.10 0.76
C -1.44 0.10 0.65
C 0.50 -0.12 -0.31
C -2.55 0.79 0.84
C 2.66 0.47 -1.99
O -0.58 0.53 -0.37
H -1.23 -1.30 2.12
H 1.16 -1.84 1.06
H -2.83 1.51 0.11
H -3.28 0.47 1.56
H 3.06 -0.28 -1.21
H 2.52 1.45 -1.75
H 2.15 0.28 -2.82
```

=====

[6]
The following is a quantum chemistry calculation of a molecular structure, C5H10N2OP2, from the Open Molecules 2025 dataset.

Summary:
**⟨S²⟩**: 2.02
**Multiplicity**: 3
**E_LUMO (spin up / spin down)**: 0.649 / -0.808 eV
**Total charge**: 0
**Gap between HOMO and LUMO (spin up / spin down)**: 6.905 / 8.641 eV

XYZ file:
```
20
C5H10N2OP2 (wB97M-V/def2-TZVPD)
C 0.19 -2.05 -0.57
C 0.23 -1.46 0.74
C -0.95 -1.38 -1.36
C -0.71 0.14 -1.42
C 0.46 0.57 -0.52
N 0.34 -0.16 0.71
N 0.90 -3.01 -0.97
O -0.23 -0.72 3.12
P 1.77 1.68 2.78
P 0.04 0.44 2.28
H -0.98 -1.82 -2.36
H -1.89 -1.60 -0.87
H -0.50 0.45 -2.45
H -1.62 0.67 -1.10
H 1.41 0.32 -1.00
H 0.44 1.64 -0.31
H 0.66 -3.38 -1.89
H 1.06 2.25 3.84
H 2.24 0.64 3.58
H -1.04 1.30 2.03
```